(1)
Computed, not measured: C35H45Br2CrIN3O2PS3Sb as an isolated structure at a distorted geometry, with ωB97M-V/def2-TZVPD.

The geometry in XYZ format:
```
94
Properties=species:S:1:pos:R:3:mulliken_charge:R:1
Cr 0.16 2.09 1.16 1.190
S 5.43 1.98 0.68 -0.803
Sb 3.22 1.42 0.28 0.171
S 1.97 0.90 2.24 -0.807
S 1.85 3.25 -0.31 -0.652
C -2.14 2.61 -1.56 -0.312
C -1.76 3.86 -0.82 0.167
C -2.23 5.08 -1.24 -0.849
C -2.04 6.23 -0.47 -1.231
C -1.37 6.10 0.75 0.934
C -1.17 7.12 1.70 0.317
Br -1.89 8.86 1.36 -0.319
C -0.52 6.93 2.90 -0.458
C 0.02 5.69 3.17 -0.444
Br 0.92 5.39 4.83 -0.209
C -0.10 4.61 2.28 0.245
O 0.40 3.44 2.53 -0.060
C -0.83 4.82 1.08 0.124
N -1.02 3.72 0.30 0.484
H -2.02 2.75 -2.64 0.377
H -3.19 2.37 -1.36 0.442
H -1.53 1.77 -1.23 -0.868
H -2.76 5.13 -2.19 0.458
H -2.41 7.19 -0.80 0.324
H -0.42 7.73 3.61 0.399
N 0.64 -0.57 6.49 -0.055
C 0.54 0.48 5.60 -0.515
N 0.05 0.12 4.46 -0.102
C -0.20 -1.22 4.55 0.176
C -0.74 -2.11 3.62 0.768
C -0.90 -3.42 4.01 -0.580
C -0.54 -3.87 5.28 -0.499
C 0.01 -3.01 6.21 -1.158
C 0.18 -1.68 5.83 0.463
H 1.01 -0.53 7.42 0.175
H 0.84 1.48 5.85 0.551
H -1.05 -1.76 2.65 -0.371
H -1.32 -4.13 3.31 0.418
H -0.69 -4.91 5.54 0.357
H 0.30 -3.35 7.20 0.346
O 0.21 0.31 -0.35 1.768
P 0.53 -0.82 -1.25 -2.995
C -0.99 -1.81 -1.70 1.102
C -1.95 -1.02 -2.58 -0.462
C -3.12 -1.92 -2.99 -1.028
C -3.70 -2.69 -1.79 -0.740
C -3.19 -2.14 -0.47 -1.203
C -1.67 -2.23 -0.39 0.525
C 1.34 -0.14 -2.78 0.962
C 1.45 -1.06 -3.99 -0.728
C 1.50 -0.25 -5.29 -0.796
C 2.31 1.02 -5.09 -0.771
C 1.64 1.96 -4.08 -1.063
C 0.69 1.19 -3.16 -0.084
C 1.80 -1.96 -0.50 0.433
C 2.06 -3.29 -1.22 -1.026
C 1.53 -4.48 -0.41 -0.522
C 2.24 -4.58 0.94 -0.861
C 2.55 -3.19 1.51 -1.152
C 1.54 -2.18 0.98 1.737
H -0.66 -2.69 -2.26 1.065
H -1.45 -0.69 -3.49 0.102
H -2.32 -0.14 -2.05 -0.047
H -2.77 -2.63 -3.74 0.334
H -3.90 -1.30 -3.45 0.489
H -3.40 -3.74 -1.86 0.321
H -4.79 -2.66 -1.80 0.441
H -3.63 -2.70 0.35 0.550
H -3.50 -1.10 -0.34 0.331
H -1.39 -3.26 -0.15 0.004
H -1.34 -1.58 0.42 -1.217
H 2.36 0.12 -2.43 0.649
H 0.62 -1.77 -4.03 0.136
H 2.37 -1.64 -3.92 0.376
H 0.49 0.02 -5.61 0.280
H 1.94 -0.85 -6.09 0.496
H 2.46 1.54 -6.04 0.477
H 3.30 0.74 -4.73 0.350
H 1.08 2.75 -4.59 0.482
H 2.40 2.44 -3.46 0.253
H -0.27 1.02 -3.64 0.164
H 0.51 1.78 -2.26 -0.722
H 2.71 -1.35 -0.59 0.456
H 3.13 -3.43 -1.36 0.598
H 1.62 -3.29 -2.22 0.358
H 1.68 -5.40 -0.98 0.540
H 0.46 -4.36 -0.25 -0.079
H 3.16 -5.16 0.84 0.402
H 1.59 -5.12 1.64 0.330
H 3.56 -2.87 1.22 0.369
H 2.52 -3.21 2.60 0.433
H 1.65 -1.24 1.52 -1.281
H 0.54 -2.56 1.17 -0.521
I -2.19 1.06 1.91 -0.605
```

Results
HOMO (alpha / beta), eV: -0.2 / -0.2
Charge: -2
LUMO energy (alpha / beta), eV: 3.8 / 3.7
2S+1: 2

(2)
Computed, not measured: C35H45N3OP2RhS as an isolated structure, with ωB97M-V/def2-TZVPD.

The geometry in XYZ format:
```
88
Properties=species:S:1:pos:R:3:mulliken_charge:R:1
Rh -0.19 0.07 -0.60 -0.929
C 1.38 -0.26 -5.33 -1.571
C 0.80 -0.74 -4.01 0.378
C -0.59 -1.35 -4.21 -0.851
P 0.82 0.47 -2.57 1.822
C 0.63 2.12 -3.41 0.242
C -0.81 2.27 -3.91 -1.419
C 0.96 3.23 -2.42 -1.682
C 2.57 0.44 -2.07 -0.454
C 3.62 0.93 -2.84 -0.180
C 4.92 0.95 -2.37 -0.998
C 5.15 0.48 -1.08 -0.982
C 4.13 -0.02 -0.30 -0.719
C 2.79 -0.07 -0.77 0.530
N 1.71 -0.48 -0.04 0.065
C 1.88 -0.92 1.28 -0.818
C 2.79 -1.92 1.64 0.012
C 2.99 -2.25 2.97 -1.005
C 2.28 -1.60 3.97 -0.904
C 1.32 -0.66 3.61 -0.346
C 1.07 -0.36 2.28 0.448
P -0.25 0.72 1.61 1.466
C 0.37 2.40 2.13 0.420
C 1.75 2.60 1.49 -1.740
C -0.57 3.52 1.69 -1.535
C -1.80 0.37 2.67 1.956
C -2.98 0.98 1.89 -1.329
C -1.80 0.98 4.06 -1.935
H 1.40 -1.08 -6.06 0.495
H 2.41 0.11 -5.23 0.290
H 0.78 0.54 -5.77 0.249
H 1.44 -1.54 -3.62 0.450
H -1.33 -0.59 -4.49 0.102
H -0.93 -1.83 -3.30 -0.062
H -0.56 -2.09 -5.01 0.515
H 1.32 2.18 -4.25 0.893
H -1.50 2.13 -3.08 0.044
H -1.06 1.55 -4.69 0.228
H -0.96 3.27 -4.32 0.539
H 0.31 3.15 -1.55 -0.007
H 0.81 4.21 -2.89 0.576
H 1.99 3.17 -2.07 0.294
H 3.41 1.35 -3.82 0.204
H 5.73 1.35 -2.97 0.410
H 6.15 0.51 -0.66 0.361
H 4.36 -0.33 0.71 0.391
H 3.35 -2.42 0.87 0.644
H 3.70 -3.03 3.23 0.350
H 2.43 -1.85 5.02 0.424
H 0.74 -0.19 4.39 0.210
H 0.48 2.41 3.22 0.680
H 1.67 2.50 0.41 0.036
H 2.47 1.86 1.84 0.244
H 2.13 3.60 1.73 0.626
H -0.85 3.38 0.64 0.148
H -0.08 4.49 1.79 0.475
H -1.49 3.55 2.28 0.308
H -2.03 -1.39 1.68 -0.219
H -2.88 2.06 1.80 0.173
H -3.90 0.75 2.43 0.554
H -3.03 0.57 0.89 0.071
H -1.69 2.07 3.98 0.390
H -1.00 0.61 4.71 0.218
H -2.75 0.78 4.55 0.487
O -2.12 0.73 -1.19 -0.322
N -2.92 -0.15 -1.80 0.514
C -3.86 0.40 -2.61 -0.346
C -4.79 -0.35 -3.27 -0.851
C -4.75 -1.74 -3.09 -0.241
C -3.80 -2.29 -2.27 -0.837
C -2.83 -1.50 -1.60 0.299
S -1.60 -2.18 -0.65 -0.360
H -3.80 1.48 -2.67 0.518
H -5.52 0.13 -3.91 0.421
H -5.47 -2.38 -3.59 0.366
H -3.74 -3.35 -2.12 0.415
N -2.05 -1.08 2.65 -0.263
C -1.44 -2.03 3.48 0.291
C -0.76 -3.11 2.89 -0.015
C -0.21 -4.10 3.67 -0.709
C -0.30 -4.06 5.06 -0.548
C -1.00 -3.01 5.64 -0.732
C -1.58 -2.02 4.87 -0.076
H -0.65 -3.13 1.82 0.159
H 0.33 -4.91 3.19 0.379
H 0.15 -4.83 5.67 0.384
H -1.10 -2.97 6.72 0.387
H -2.15 -1.24 5.34 0.433
```

Results
HOMO (alpha / beta), eV: -3.2 / -3.2
Charge: -1
Energy relative to the best compared isomer or geometry (same formula, charge and spin), eV: 0.000
LUMO energy (alpha / beta), eV: 2.8 / 2.8

(3)
Computed, not measured: C35H45N6O6P2PtS2 as an isolated structure at a distorted geometry, with ωB97M-V/def2-TZVPD.

The geometry in XYZ format:
```
97
Properties=species:S:1:pos:R:3:mulliken_charge:R:1
Pt -1.17 0.93 0.87 0.685
O 1.75 2.05 2.01 -0.438
S 1.14 3.21 1.41 1.069
O 1.09 4.41 2.20 -0.684
N -0.40 2.77 0.96 -0.193
C -1.38 3.72 0.83 0.869
C -1.20 5.07 0.57 -0.439
C -2.30 5.92 0.48 -1.103
C -3.58 5.47 0.67 -0.881
C -3.82 4.11 0.93 0.942
C -5.09 3.56 1.18 -0.655
C -5.21 2.22 1.46 -0.971
C -4.07 1.42 1.43 0.349
N -2.86 1.89 1.17 0.110
C -2.71 3.23 0.97 -0.038
C 1.95 3.57 -0.15 0.473
C 2.39 4.85 -0.41 -0.388
C 2.97 5.12 -1.64 -0.922
C 3.09 4.12 -2.59 -0.648
C 2.66 2.83 -2.30 -0.657
C 2.07 2.55 -1.08 -0.236
H -0.20 5.46 0.47 0.399
H -2.13 6.96 0.27 0.414
H -4.42 6.15 0.63 0.413
H -5.96 4.21 1.16 0.460
H -6.16 1.79 1.70 0.441
H -4.14 0.35 1.62 0.074
H 2.29 5.61 0.35 0.588
H 3.31 6.12 -1.87 0.436
H 3.52 4.34 -3.55 0.434
H 2.77 2.05 -3.04 0.482
H 1.71 1.57 -0.84 0.389
C -5.06 -3.05 -1.30 -1.010
N -4.35 -1.90 -0.77 0.383
C -4.52 -0.70 -1.56 -0.859
P -2.97 -2.19 0.10 -0.982
O -2.40 -0.90 0.59 -0.717
O -2.03 -3.04 -0.89 -0.094
P -0.37 -2.95 -0.79 0.503
O 0.01 -2.40 0.51 -0.958
N 0.01 -2.07 -2.17 0.830
C -0.64 -0.78 -2.34 -0.828
C 0.15 -2.77 -3.43 -1.194
N 0.18 -4.49 -1.00 0.627
C -0.48 -5.53 -1.75 -1.139
C 1.29 -4.91 -0.16 -0.915
N -3.40 -3.26 1.28 0.472
C -2.91 -4.62 1.37 -0.908
C -3.81 -2.70 2.56 -0.769
H -6.12 -2.81 -1.38 0.376
H -4.94 -3.89 -0.61 0.269
H -4.69 -3.34 -2.28 0.253
H -5.56 -0.38 -1.50 0.312
H -4.26 -0.85 -2.61 0.327
H -3.89 0.09 -1.15 0.141
H -0.78 -0.29 -1.37 -0.055
H -1.62 -0.88 -2.82 0.095
H 0.00 -0.15 -2.95 0.486
H 0.76 -3.66 -3.28 0.357
H 0.67 -2.11 -4.13 0.366
H -0.81 -3.05 -3.87 0.234
H -1.32 -5.11 -2.30 0.267
H -0.84 -6.31 -1.08 0.351
H 0.22 -5.98 -2.46 0.373
H 1.63 -4.05 0.41 0.201
H 2.11 -5.27 -0.78 0.282
H 0.98 -5.70 0.53 0.294
H -2.64 -4.97 0.37 0.225
H -3.70 -5.25 1.76 0.378
H -2.03 -4.69 2.02 0.312
H -4.17 -1.69 2.41 0.187
H -2.98 -2.68 3.27 0.299
H -4.62 -3.30 2.98 0.362
O 0.67 0.16 0.45 0.773
S 1.57 -0.42 1.53 0.100
C 3.01 -0.89 0.63 0.343
C 2.99 -1.11 -0.71 -0.416
C 4.14 -1.48 -1.42 -1.039
C 5.36 -1.65 -0.73 -0.583
C 5.43 -1.45 0.61 -1.011
C 4.29 -0.93 1.42 0.278
C 4.60 0.51 1.84 0.361
C 4.87 1.44 0.84 0.009
C 5.09 2.76 1.17 -0.713
C 5.05 3.15 2.50 -0.507
C 4.81 2.22 3.49 -0.716
C 4.58 0.90 3.16 -0.308
H 2.05 -1.03 -1.24 0.523
H 4.08 -1.67 -2.48 0.558
H 6.23 -1.95 -1.28 0.424
H 6.37 -1.56 1.14 0.460
H 4.16 -1.53 2.33 0.654
H 4.93 1.12 -0.19 0.256
H 5.30 3.48 0.40 0.404
H 5.20 4.19 2.76 0.436
H 4.81 2.52 4.53 0.405
H 4.40 0.17 3.94 0.398
```

Results
HOMO (alpha / beta), eV: -9.8 / -10.0
Charge: +1
LUMO energy (alpha / beta), eV: -3.4 / -3.1

(4)
Computed, not measured: C35H46AuClN6OP as an isolated structure, with ωB97M-V/def2-TZVPD.

The geometry in XYZ format:
```
91
Properties=species:S:1:pos:R:3:mulliken_charge:R:1
Au 0.33 -0.16 0.15 1.284
C 1.31 6.81 0.91 -1.419
C 0.14 6.50 1.81 0.639
C -0.27 7.39 2.79 -0.729
C -1.34 7.11 3.63 -0.832
C -2.04 5.93 3.47 -0.672
C -1.66 5.03 2.49 0.037
C -0.56 5.30 1.68 0.000
N -0.16 4.38 0.67 0.322
C -0.04 3.02 0.79 -0.140
N 0.13 2.58 2.08 0.018
C 0.12 1.32 2.72 1.852
C 0.15 0.06 2.13 -1.289
C 0.07 -1.11 2.88 -0.517
C -0.04 -1.04 4.25 -0.976
C -0.02 0.20 4.86 -0.959
C 0.06 1.38 4.13 1.409
C 0.06 2.70 4.86 -1.644
N -0.01 2.23 -0.22 0.395
C -0.22 2.75 -1.52 -1.385
C 0.87 2.87 -2.38 -0.265
C 0.69 3.30 -3.69 -0.855
C -0.58 3.60 -4.15 -0.776
C -1.67 3.48 -3.29 -0.928
C -1.51 3.06 -1.98 2.008
C -2.70 2.93 -1.06 -1.623
H 1.80 7.73 1.22 0.416
H 1.00 6.93 -0.13 0.337
H 2.05 6.00 0.93 0.274
H 0.27 8.33 2.90 0.392
H -1.63 7.83 4.38 0.419
H -2.89 5.71 4.10 0.461
H -2.22 4.11 2.34 0.514
H 0.01 4.74 -0.25 0.389
H 0.15 3.35 2.74 -0.238
H 0.11 -2.07 2.38 0.493
H -0.10 -1.94 4.84 0.453
H -0.06 0.27 5.94 0.391
H 0.11 2.53 5.93 0.439
H -0.83 3.29 4.65 0.266
H 0.93 3.31 4.59 0.397
H 1.85 2.62 -2.01 0.492
H 1.55 3.40 -4.34 0.443
H -0.73 3.94 -5.17 0.424
H -2.66 3.71 -3.65 0.488
H -3.61 2.79 -1.63 0.508
H -2.82 3.82 -0.44 0.380
H -2.57 2.08 -0.39 0.035
Cl 4.38 -4.49 4.14 -0.206
C 3.81 -3.27 3.04 0.371
C 3.50 -3.62 1.73 -0.793
C 3.04 -2.64 0.87 -0.367
C 2.89 -1.32 1.29 0.533
C 2.36 -0.29 0.36 -1.771
C 3.22 -1.00 2.60 -0.110
C 3.68 -1.96 3.48 -0.938
H 3.62 -4.65 1.41 0.444
H 2.81 -2.91 -0.16 0.380
H 2.55 -0.54 -0.70 0.847
H 2.70 0.71 0.59 0.474
H 3.10 0.02 2.95 0.410
H 3.94 -1.71 4.50 0.440
C -2.42 -3.57 -0.48 -0.876
N -2.24 -2.73 -1.66 0.212
C -1.03 -3.09 -2.41 -0.695
P -2.56 -1.12 -1.45 -1.096
O -1.77 -0.46 -0.36 0.081
N -2.26 -0.36 -2.88 1.035
C -3.15 -0.50 -4.02 -1.010
C -0.94 0.14 -3.23 -0.381
N -4.16 -1.06 -1.10 0.428
C -4.66 -0.32 0.06 -0.802
C -5.14 -1.98 -1.65 -1.283
H -2.51 -4.61 -0.79 0.375
H -3.34 -3.29 0.05 0.317
H -1.58 -3.47 0.22 0.201
H -1.01 -4.17 -2.54 0.429
H -0.11 -2.80 -1.88 0.117
H -1.04 -2.63 -3.39 0.186
H -4.18 -0.65 -3.69 0.248
H -2.87 -1.34 -4.66 0.307
H -3.12 0.41 -4.61 0.342
H -0.28 0.16 -2.36 -0.294
H -1.01 1.17 -3.60 0.024
H -0.46 -0.47 -4.00 0.457
H -3.88 0.30 0.49 0.086
H -5.01 -1.02 0.82 0.298
H -5.49 0.32 -0.24 0.296
H -4.70 -2.63 -2.40 0.359
H -5.97 -1.43 -2.10 0.362
H -5.55 -2.61 -0.85 0.437
```

Results
HOMO, eV: -10.5
Charge: +1
Energy relative to the best compared isomer or geometry (same formula, charge and spin), eV: 1.457
LUMO energy, eV: -3.6

(5)
Computed, not measured: C35H46Br2N9NaO5PS as an isolated structure at a distorted geometry, with ωB97M-V/def2-TZVPD.

The geometry in XYZ format:
```
100
Properties=species:S:1:pos:R:3:mulliken_charge:R:1
Na 0.12 0.28 0.03 1.123
S 0.99 4.87 6.34 0.081
N 2.09 4.28 5.32 -0.715
C 1.43 3.56 4.43 0.788
C 2.03 2.84 3.31 0.217
C 3.39 2.81 3.04 -0.443
C 3.83 2.08 1.96 -1.129
C 2.89 1.41 1.17 -0.019
N 1.59 1.44 1.41 0.202
C 1.16 2.14 2.47 -0.176
C -0.27 2.11 2.70 -0.704
N -0.97 1.38 1.81 0.385
C -2.28 1.34 1.96 -0.167
C -2.97 2.00 2.98 -1.052
C -2.25 2.74 3.89 -0.621
C -0.86 2.80 3.75 0.331
C 0.02 3.54 4.64 0.806
N -0.35 4.25 5.69 -0.708
H 4.08 3.35 3.68 0.507
H 4.88 2.02 1.71 0.418
H 3.19 0.82 0.32 0.350
H -2.81 0.75 1.22 0.397
H -4.05 1.94 3.05 0.430
H -2.73 3.28 4.70 0.489
Br 2.29 -0.76 -2.12 -0.074
C 2.26 0.79 -3.22 -0.685
Br 1.08 2.03 -2.44 -0.077
H 1.93 0.52 -4.22 0.378
H 3.26 1.20 -3.27 0.467
O -1.05 2.58 -0.70 -0.263
O -1.68 3.74 -0.77 -0.667
O -1.62 -0.77 -1.11 -0.176
P -1.97 -0.99 -2.53 -2.287
N -0.87 -2.00 -3.27 1.140
C -0.61 -2.22 -4.70 -0.236
C -0.05 -3.64 -4.77 -0.934
C 0.57 -3.86 -3.38 -0.572
C -0.42 -3.16 -2.46 0.121
N -3.44 -1.77 -2.57 0.457
C -4.14 -1.97 -3.83 -0.225
C -5.44 -2.63 -3.40 -0.782
C -5.77 -1.90 -2.09 -0.776
C -4.39 -1.64 -1.45 -0.361
N -2.11 0.40 -3.41 1.279
C -1.77 0.69 -4.81 -0.065
C -2.53 1.98 -5.12 -0.783
C -2.72 2.63 -3.75 -0.687
C -2.97 1.45 -2.84 0.047
H 0.13 -1.49 -5.07 0.175
H -1.50 -2.13 -5.31 0.187
H 0.67 -3.76 -5.58 0.420
H -0.86 -4.35 -4.93 0.307
H 1.54 -3.37 -3.32 0.156
H 0.69 -4.91 -3.13 0.468
H 0.02 -2.82 -1.52 -0.585
H -1.27 -3.81 -2.23 0.321
H -3.56 -2.60 -4.51 0.083
H -4.34 -1.02 -4.34 0.152
H -5.27 -3.69 -3.21 0.322
H -6.23 -2.54 -4.14 0.381
H -6.42 -2.47 -1.43 0.399
H -6.26 -0.95 -2.31 0.278
H -4.16 -2.37 -0.68 0.389
H -4.34 -0.65 -0.99 0.119
H -2.05 -0.11 -5.49 0.148
H -0.69 0.85 -4.91 0.001
H -3.50 1.73 -5.56 0.304
H -1.99 2.60 -5.84 0.441
H -3.54 3.35 -3.72 0.424
H -1.82 3.15 -3.42 0.174
H -4.03 1.14 -2.89 0.158
H -2.67 1.68 -1.82 -0.222
O -0.59 -1.54 1.60 -0.308
C 1.94 -8.17 1.56 -1.275
C 2.67 -7.13 0.72 -0.605
N 3.66 -6.38 1.45 0.265
C 4.92 -7.06 1.71 -0.671
C 5.88 -7.03 0.53 -1.091
C 3.65 -4.99 1.57 0.204
O 4.72 -4.41 1.81 -0.740
C 2.40 -4.28 1.39 0.213
C 1.08 -4.74 1.77 -0.110
C 0.02 -3.91 1.62 -1.221
C 0.21 -2.58 1.08 0.125
N 1.44 -2.19 0.60 0.309
C 2.46 -2.99 0.84 -0.807
H 1.15 -8.65 0.98 0.355
H 1.48 -7.71 2.44 0.298
H 2.61 -8.95 1.91 0.386
H 1.96 -6.43 0.28 0.469
H 3.16 -7.64 -0.12 0.319
H 4.70 -8.09 1.98 0.313
H 5.39 -6.57 2.57 0.381
H 5.46 -7.53 -0.35 0.274
H 6.82 -7.53 0.78 0.374
H 6.11 -5.99 0.26 0.285
H 0.94 -5.72 2.20 0.282
H -0.97 -4.21 1.92 0.483
H -1.01 -1.74 0.72 0.082
H 3.44 -2.63 0.51 0.383
```

Results
HOMO (alpha / beta), eV: -3.4 / -1.6
Charge: -1
Energy relative to the best compared isomer or geometry (same formula, charge and spin), eV: 0.059
LUMO energy (alpha / beta), eV: 1.7 / 1.7

Number 1: molar mass 1127.4 u. Number 2: molar mass 720.7 u. Number 3: molar mass 966.9 u. Number 4: molar mass 830.2 u. Number 5: molar mass 918.7 u.